{"formula": "C29H41N7O15", "method": "ωB97M-V with the def2-TZVPD basis set", "symbols": ["C", "C", "O", "C", "O", "O", "H", "H", "H", "H", "C", "C", "O", "C", "O", "O", "H", "H", "H", "H", "C", "C", "O", "C", "O", "O", "H", "H", "H", "H", "C", "C", "O", "C", "O", "O", "H", "H", "H", "H", "C", "C", "O", "C", "O", "O", "H", "H", "H", "H", "C", "C", "N", "H", "H", "H", "C", "C", "N", "H", "H", "H", "C", "C", "N", "H", "H", "H", "C", "C", "N", "H", "H", "H", "C", "C", "N", "H", "H", "H", "C", "C", "N", "H", "H", "H", "C", "C", "N", "H", "H", "H"], "positions_angstrom": [[10.21, 15.71, 10.61], [11.50, 16.34, 10.22], [12.39, 15.95, 11.30], [11.70, 15.62, 12.37], [12.15, 15.51, 13.46], [10.39, 15.40, 12.04], [10.09, 14.80, 10.02], [9.27, 16.27, 10.67], [11.46, 17.44, 10.27], [11.88, 16.02, 9.24], [15.70, 13.91, 8.74], [14.58, 13.71, 9.78], [13.77, 12.64, 9.23], [14.34, 12.22, 8.11], [13.82, 11.42, 7.37], [15.57, 12.75, 7.98], [16.72, 14.07, 9.13], [15.55, 14.79, 8.12], [14.04, 14.63, 9.83], [14.99, 13.38, 10.70], [8.83, 11.26, 10.95], [8.49, 10.43, 12.14], [7.50, 9.50, 11.55], [7.10, 9.91, 10.37], [6.34, 9.29, 9.67], [7.74, 11.04, 10.05], [9.77, 10.94, 10.42], [8.91, 12.35, 11.10], [8.03, 10.88, 13.01], [9.38, 9.92, 12.46], [9.04, 15.33, 15.35], [8.92, 13.89, 15.75], [8.79, 13.38, 14.34], [7.99, 14.34, 13.70], [7.37, 14.13, 12.73], [7.93, 15.45, 14.40], [9.94, 15.66, 14.77], [8.85, 16.06, 16.17], [8.01, 13.75, 16.33], [9.72, 13.42, 16.28], [13.49, 8.08, 8.23], [14.65, 8.28, 9.22], [13.89, 8.64, 10.44], [12.57, 8.71, 10.16], [11.77, 9.07, 10.98], [12.30, 8.34, 8.89], [13.36, 7.11, 7.73], [13.50, 8.80, 7.34], [15.35, 9.07, 8.92], [15.09, 7.32, 9.40], [9.85, 5.78, 11.60], [10.90, 5.60, 10.62], [11.78, 5.50, 9.85], [8.84, 6.06, 11.18], [10.12, 6.63, 12.25], [9.77, 4.83, 12.19], [14.36, 13.43, 16.00], [14.48, 13.35, 14.52], [14.53, 13.23, 13.36], [14.93, 12.57, 16.33], [13.28, 13.31, 16.26], [14.76, 14.34, 16.44], [11.48, 11.49, 12.82], [11.47, 11.47, 14.26], [11.55, 11.53, 15.41], [11.17, 10.52, 12.58], [12.54, 11.61, 12.58], [10.88, 12.30, 12.38], [14.88, 9.82, 13.44], [15.55, 10.42, 12.25], [15.95, 10.98, 11.31], [15.22, 8.82, 13.37], [13.81, 9.97, 13.41], [15.27, 10.36, 14.34], [10.09, 12.46, 6.04], [10.69, 13.38, 6.99], [11.17, 14.20, 7.69], [9.15, 12.02, 6.43], [10.95, 11.75, 5.94], [9.84, 12.90, 5.04], [11.95, 9.59, 18.71], [12.19, 10.93, 19.12], [12.32, 12.06, 19.21], [12.23, 9.46, 17.71], [10.83, 9.38, 18.91], [12.54, 8.85, 19.25], [14.02, 18.53, 13.97], [12.84, 18.92, 13.10], [11.98, 19.20, 12.33], [14.03, 17.55, 14.45], [14.10, 19.35, 14.71], [14.94, 18.64, 13.42]], "max_force_ev_per_a": 4.788, "orbital_gap_ha": 0.397, "smiles": "O=C1OCCO1.O=C1OCCO1.O=C1OCCO1.O=C1OCCO1.O=C1OCCO1.CC#N.CC#N.CC#N.CC#N.CC#N.CC#N.CC#N", "total_energy_ev": -71878.235}

=====

{"formula": "C30H21BrN7S2SbSe4Ti", "method": "ωB97M-V with the def2-TZVPD basis set", "symbols": ["Ti", "S", "C", "C", "C", "C", "C", "C", "N", "C", "C", "C", "C", "C", "C", "C", "C", "N", "C", "C", "C", "C", "C", "S", "C", "H", "H", "H", "H", "H", "H", "H", "H", "H", "H", "H", "H", "C", "C", "C", "N", "H", "H", "H", "H", "H", "N", "C", "N", "C", "N", "Br", "C", "C", "C", "C", "N", "C", "H", "H", "H", "H", "Se", "Sb", "Se", "Se", "Se"], "positions_angstrom": [[-0.23, 0.08, -0.11], [-2.26, -2.76, 5.83], [-3.38, -1.86, 6.79], [-3.83, -0.76, 6.15], [-3.29, -0.61, 4.86], [-2.42, -1.62, 4.52], [-1.67, -1.80, 3.30], [-1.98, -1.06, 2.16], [-1.33, -1.17, 1.01], [-0.32, -2.09, 0.91], [0.09, -2.87, 2.02], [1.20, -3.74, 1.81], [1.86, -3.78, 0.62], [1.48, -3.00, -0.49], [2.11, -3.01, -1.75], [1.68, -2.19, -2.77], [0.55, -1.24, -2.53], [-0.22, -1.46, -1.35], [0.33, -2.16, -0.35], [2.25, -2.22, -4.07], [3.47, -2.76, -4.46], [3.71, -2.67, -5.84], [2.71, -2.06, -6.52], [1.42, -1.58, -5.48], [-0.60, -2.71, 3.21], [-3.62, -2.22, 7.77], [-4.53, -0.05, 6.57], [-3.54, 0.22, 4.24], [-2.80, -0.33, 2.18], [1.52, -4.35, 2.65], [2.71, -4.44, 0.49], [2.91, -3.72, -1.92], [-0.12, -1.21, -3.41], [4.15, -3.19, -3.76], [4.61, -3.04, -6.30], [2.64, -1.86, -7.57], [-0.30, -3.27, 4.09], [1.00, 5.86, 0.34], [0.18, 4.78, -0.37], [0.81, 3.50, -0.28], [1.34, 2.48, -0.23], [0.48, 6.80, 0.25], [2.00, 5.94, -0.09], [1.08, 5.62, 1.40], [0.03, 5.02, -1.42], [-0.81, 4.74, 0.11], [1.03, 0.41, 1.36], [0.67, 0.63, 2.47], [0.29, 0.98, 3.59], [0.23, 0.40, 4.74], [0.18, -0.07, 5.79], [-1.99, 2.49, -5.13], [-0.70, 1.73, -3.97], [0.64, 1.54, -4.42], [1.52, 0.92, -3.62], [1.04, 0.30, -2.35], [-0.12, 0.97, -1.81], [-1.00, 1.50, -2.65], [0.92, 1.95, -5.38], [2.56, 0.81, -3.86], [1.85, 0.27, -1.59], [-1.96, 1.81, -2.23], [-2.13, 5.13, 2.67], [-3.21, 3.35, 1.39], [-1.63, 1.60, 0.54], [-5.07, 2.46, 2.69], [-4.19, 4.64, -0.45]], "max_force_ev_per_a": 6.084, "orbital_gap_ha": [0.176, 0.157], "total_charge": -2, "e_above_lowest_kj_mol": 512.91, "spin_multiplicity": 3, "total_energy_ev": -424634.092}

=====

{"formula": "C5H13NO", "method": "ωB97M-V with the def2-TZVPD basis set", "symbols": ["C", "C", "O", "C", "N", "C", "C", "H", "H", "H", "H", "H", "H", "H", "H", "H", "H", "H", "H", "H"], "positions_angstrom": [[-1.48, 0.44, -0.10], [-2.20, -0.89, -0.14], [-1.49, -1.77, 0.61], [-0.11, 0.27, -0.77], [1.04, 0.90, -0.11], [2.25, 0.37, -0.96], [1.17, 0.46, 1.29], [-1.44, 0.80, 1.00], [-2.05, 1.20, -0.63], [-2.04, -1.25, -1.23], [-3.29, -0.90, -0.03], [-1.53, -1.47, 1.56], [0.14, -0.85, -0.95], [-0.17, 0.74, -1.77], [3.06, 1.15, -0.54], [2.47, -0.68, -0.63], [1.99, 0.57, -1.93], [1.42, -0.66, 1.60], [1.96, 0.97, 1.85], [0.30, 0.60, 1.87]], "max_force_ev_per_a": 6.717, "orbital_gap_ha": 0.355, "e_above_lowest_kj_mol": 267.44, "smiles": "CN(C)CCCO", "total_energy_ev": -8931.239}

=====

{"formula": "C19H11BrCl5IrNO2S", "method": "ωB97M-V with the def2-TZVPD basis set", "symbols": ["Ir", "C", "C", "C", "C", "C", "Br", "N", "C", "H", "H", "H", "H", "H", "H", "Cl", "C", "C", "C", "Cl", "C", "Cl", "C", "Cl", "C", "Cl", "O", "C", "O", "C", "C", "C", "C", "S", "C", "C", "H", "H", "H", "H", "H"], "positions_angstrom": [[2.19, 0.57, 0.18], [-5.17, -2.08, -2.80], [-4.06, -1.01, -3.13], [-4.35, 0.19, -3.89], [-3.49, 1.20, -4.05], [-2.20, 1.16, -3.46], [0.24, 2.82, -0.06], [-1.16, 1.10, -2.96], [-3.15, -1.69, -2.54], [-5.94, -1.55, -2.24], [-4.83, -2.90, -2.17], [-5.53, -2.49, -3.73], [-5.34, 0.26, -4.34], [-3.75, 2.08, -4.62], [-0.66, -2.82, -1.70], [4.47, 0.35, -0.72], [3.56, -0.88, -1.58], [2.20, -0.72, -1.35], [1.42, -1.69, -1.94], [-0.35, -1.56, -1.80], [1.93, -2.72, -2.74], [0.88, -3.85, -3.46], [3.32, -2.85, -2.89], [3.98, -4.12, -3.80], [4.16, -1.90, -2.28], [5.85, -1.99, -2.39], [2.66, 2.55, 6.96], [1.38, 2.45, 6.56], [0.47, 2.67, 7.29], [1.14, 2.03, 5.12], [-0.05, 2.47, 4.54], [-0.38, 2.10, 3.25], [0.47, 1.25, 2.56], [0.08, 0.81, 0.88], [1.65, 0.77, 3.14], [1.98, 1.17, 4.43], [3.29, 2.49, 6.24], [-0.71, 3.10, 5.12], [-1.29, 2.46, 2.80], [2.25, 0.00, 2.66], [2.87, 0.77, 4.90]], "max_force_ev_per_a": 0.609, "orbital_gap_ha": [0.264, 0.236], "total_charge": 2, "e_above_lowest_kj_mol": 665.86, "spin_multiplicity": 2, "total_energy_ev": -171771.163}